[1]
100
Properties=species:S:1:pos:R:3 method="wB97M-V/def2-TZVPD" total_charge=-1 homo_ev="-4.46 / -4.84" spin_multiplicity=2 orbital_gap_ev="6.93 / 7.10" max_force_ha_per_bohr=0.00113 e_above_lowest_kj_mol=218.4 total_energy_ha=-6118.83180 e_lumo_ha="0.091 / 0.083"
Cu -0.18 0.84 0.64
C 2.00 0.83 -0.01
C 1.87 0.19 1.28
C 1.41 1.15 2.22
C 1.19 2.35 1.52
C 1.57 2.15 0.13
C 1.44 3.21 -0.92
C 0.66 3.65 2.05
C 1.21 0.90 3.69
C 2.28 -1.21 1.60
C 2.45 0.13 -1.26
H 2.09 4.06 -0.70
H 0.41 3.57 -0.98
H 1.71 2.82 -1.90
H 1.39 4.45 1.93
H 0.41 3.57 3.11
H -0.25 3.93 1.51
H 0.46 1.56 4.11
H 2.14 1.04 4.25
H 0.88 -0.13 3.86
H 3.13 -1.22 2.28
H 2.56 -1.75 0.70
H 1.47 -1.78 2.07
H 3.53 -0.06 -1.24
H 2.23 0.73 -2.14
H 1.94 -0.83 -1.37
C -3.16 -5.83 -2.23
C -2.45 -5.84 -0.88
N -2.85 -4.78 0.02
C -4.13 -4.95 0.68
C -4.05 -5.95 1.84
C -1.50 -2.79 0.66
S -1.31 -1.03 -0.09
N -0.32 -3.54 0.87
C 0.58 -3.48 -0.08
O 0.56 -2.76 -1.11
C 1.79 -4.37 0.14
C 2.83 -4.33 -0.78
C 3.96 -5.13 -0.61
C 4.05 -5.97 0.49
C 3.01 -6.02 1.41
C 1.89 -5.22 1.23
H -2.83 -6.67 -2.85
H -2.95 -4.91 -2.78
H -4.25 -5.92 -2.11
H -1.37 -5.75 -1.03
H -2.62 -6.80 -0.38
H -4.92 -5.27 -0.01
H -4.44 -3.98 1.08
H -3.77 -6.94 1.49
H -5.02 -6.03 2.34
H -3.30 -5.62 2.56
H 2.73 -3.67 -1.63
H 4.76 -5.09 -1.33
H 4.93 -6.59 0.63
H 3.08 -6.67 2.27
H 1.06 -5.24 1.94
O -1.66 1.77 -1.80
C -2.25 2.04 -0.77
O -1.74 2.06 0.42
C -3.75 2.40 -0.84
C -4.53 1.52 -1.82
Ge -5.26 -0.18 -1.14
C -3.92 -1.35 -0.38
C -3.66 -2.59 -0.80
C -2.47 -3.44 -0.39
C -2.24 -2.52 1.95
C -3.01 -1.45 1.93
C -2.97 -0.71 0.62
C -6.17 -1.11 -2.60
C -5.44 -1.50 -3.72
C -6.05 -2.18 -4.77
C -7.40 -2.50 -4.69
C -8.14 -2.12 -3.58
C -7.53 -1.43 -2.54
C -6.57 0.20 0.27
C -6.80 -0.75 1.27
C -7.74 -0.52 2.27
C -8.45 0.67 2.30
C -8.23 1.63 1.32
C -7.30 1.39 0.32
H -3.79 3.44 -1.18
H -4.17 2.39 0.17
H -3.88 1.29 -2.67
H -5.39 2.06 -2.22
H -4.32 -3.06 -1.53
H -1.84 -3.53 -1.29
H -2.14 -3.23 2.76
H -3.66 -1.13 2.74
H -3.13 0.35 0.74
H -4.39 -1.27 -3.79
H -5.47 -2.48 -5.63
H -7.88 -3.04 -5.50
H -9.19 -2.36 -3.52
H -8.11 -1.15 -1.67
H -6.24 -1.67 1.27
H -7.90 -1.27 3.04
H -9.18 0.85 3.08
H -8.78 2.56 1.33
H -7.13 2.15 -0.44

---

[2]
47
Properties=species:S:1:pos:R:3 method="wB97M-V/def2-TZVPD" homo_ev=-5.97 orbital_gap_ev=3.72 max_force_ha_per_bohr=0.05591 e_above_lowest_kj_mol=679.4 total_energy_ha=-1110.36887 e_lumo_ha=-0.083
C -5.49 -1.95 -0.47
C -5.21 -0.47 -0.76
C -4.29 0.14 0.31
N -3.06 -0.67 0.48
C -1.89 -0.24 -0.09
C -0.68 -0.92 -0.06
C 0.37 -0.59 -0.89
C 1.63 -1.25 -0.96
C 2.48 -1.01 -2.06
C 3.69 -1.64 -2.17
C 4.12 -2.51 -1.18
C 3.30 -2.77 -0.09
C 2.08 -2.16 0.02
C -3.30 -2.09 0.80
C -4.18 -2.73 -0.29
H -6.08 -2.03 0.45
H -6.10 -2.40 -1.26
H -4.74 -0.37 -1.74
H -6.15 0.10 -0.83
H -4.01 1.17 0.05
H -4.81 0.20 1.28
H -1.93 0.66 -0.66
H -0.58 -1.76 0.60
H 0.19 0.20 -1.60
H 2.13 -0.36 -2.84
H 4.31 -1.48 -3.04
H 5.07 -3.01 -1.28
H 3.63 -3.47 0.66
H 1.45 -2.38 0.87
H -2.35 -2.62 0.89
H -3.79 -2.16 1.78
H -4.37 -3.79 -0.08
H -3.62 -2.72 -1.24
O 0.35 1.78 1.66
C 1.40 2.39 1.43
C 1.40 3.56 0.61
C 2.56 4.24 0.38
C 3.75 3.81 0.95
N 4.98 4.55 0.71
O 6.02 4.17 1.26
O 4.93 5.54 -0.03
C 3.78 2.66 1.74
C 2.64 1.96 1.98
H 0.46 3.88 0.18
H 2.57 5.13 -0.23
H 4.73 2.35 2.16
H 2.64 1.07 2.59

---

[3]
36
Properties=species:S:1:pos:R:3 method="wB97M-V/def2-TZVPD" homo_ev=-9.32 orbital_gap_ev=9.84 max_force_ha_per_bohr=0.10942 smiles="CN(C)C=O.CN(C)C=O.CN(C)C=O" e_above_lowest_kj_mol=291.7 total_energy_ha=-745.44213 e_lumo_ha=0.019
C -3.55 -2.73 0.28
N -2.34 -1.88 0.60
C -1.63 -2.59 1.58
C -2.21 -0.64 0.13
O -1.17 -0.02 0.31
H -4.12 -2.41 -0.60
H -4.23 -2.84 1.12
H -3.17 -3.68 -0.11
H -1.50 -2.07 2.53
H -1.94 -3.61 1.79
H -0.61 -2.65 1.19
H -2.91 -0.36 -0.67
C 6.50 -1.91 -0.62
N 5.71 -3.07 -0.27
C 4.27 -2.94 -0.48
C 6.30 -4.19 0.10
O 7.52 -4.41 0.27
H 6.18 -1.09 0.03
H 6.39 -1.50 -1.62
H 7.57 -2.03 -0.43
H 4.04 -1.93 -0.83
H 4.10 -3.68 -1.26
H 3.73 -2.98 0.47
H 5.56 -5.01 0.12
C -2.45 5.96 0.40
N -3.26 5.05 -0.48
C -4.18 4.16 0.12
C -3.03 5.01 -1.81
O -3.67 4.26 -2.61
H -2.88 6.63 1.14
H -1.64 6.49 -0.10
H -1.88 5.30 1.04
H -4.53 3.50 -0.68
H -3.78 3.52 0.91
H -5.04 4.72 0.51
H -2.15 5.62 -2.07

---

[4]
22
Properties=species:S:1:pos:R:3 method="wB97M-V/def2-TZVPD" homo_ev=-9.93 orbital_gap_ev=10.62 max_force_ha_per_bohr=0.03383 smiles=C[C@@H](O)C(C)(C)CO e_above_lowest_kj_mol=74.1 total_energy_ha=-387.47928 e_lumo_ha=0.026
C 1.70 0.63 -1.25
C 0.78 -0.51 -0.83
O 1.58 -1.62 -0.30
C -0.31 -0.18 0.19
C -1.21 -1.40 0.39
C 0.25 0.29 1.54
C -1.17 1.00 -0.47
O -2.45 1.15 0.09
H 1.17 1.36 -1.86
H 2.51 0.22 -1.85
H 2.13 1.13 -0.39
H 0.30 -0.95 -1.72
H 2.17 -1.27 0.38
H -1.99 -1.19 1.12
H -1.68 -1.68 -0.55
H -0.61 -2.23 0.75
H -0.57 0.54 2.21
H 0.83 -0.51 2.00
H 0.88 1.16 1.43
H -1.35 0.82 -1.53
H -0.61 1.93 -0.37
H -2.35 1.33 1.03